ORCA calculation (ωB97M-V with the def2-TZVPD basis set) on a single H4N2Si molecule.

```
7
Properties=species:S:1:pos:R:3:lowdin_charge:R:1
Si -0.4717 -0.2904 0.1701 0.6967
N 1.5987 0.0865 0.1937 -0.1650
N -2.0734 0.1986 -0.0014 -0.2397
H -2.4835 1.0491 0.3476 -0.0930
H 1.8779 -0.4496 -0.6269 -0.0451
H -0.2516 -1.6479 -0.2520 -0.0887
H 1.8036 1.0537 0.1689 -0.0653
```

## Properties
HOMO = -0.352 Ha
Energy relative to the best compared isomer or geometry (same formula, charge and spin) = 1.255 eV
Charge = 0
Electronic energy = -401.33438 Ha
LUMO = -0.440 eV
SMILES string = [H]/N=[SiH]\N